# 1
The following is a DFT calculation (ωB97M-V/def2-TZVPD) of a molecular structure, C36H44N8OPtSSeSi at a distorted geometry.

Cartesian coordinates (Å):
Pt 16.2626 -9.9524 5.7892
Se 21.6211 -12.8059 10.4282
N 21.4455 -11.0641 9.8010
C 20.1429 -11.0401 9.3448
C 19.6133 -9.9658 8.5731
C 20.3387 -8.8083 8.2907
C 19.7114 -7.8525 7.5099
C 18.5034 -8.0990 6.9293
N 17.8866 -9.2906 6.9853
C 18.3173 -10.1860 7.8958
C 17.6560 -11.5175 8.0006
N 16.5514 -11.6523 7.1910
C 15.9314 -12.9762 7.2139
C 16.3714 -13.9788 8.0358
C 17.3278 -13.6420 9.0272
C 18.1374 -12.5175 8.8543
C 19.3528 -12.2963 9.6047
N 20.0192 -13.2393 10.1435
H 21.2846 -8.6936 8.8018
H 20.1769 -6.8898 7.3811
H 17.8085 -7.3676 6.4228
H 15.2648 -13.2045 6.3326
H 15.8582 -14.9301 8.0279
H 17.4438 -14.2900 9.8992
S 14.7719 -10.8031 4.2175
C 15.5150 -12.1676 3.6221
N 15.0934 -13.1632 3.0726
N 15.6113 -13.8941 2.2237
C 14.9173 -14.8631 1.5701
C 15.6738 -15.3892 0.3732
C 15.0884 -16.2936 -0.4347
C 13.7580 -16.6712 -0.1013
C 13.1550 -16.3235 1.0958
C 13.6619 -15.4194 1.9423
N 16.9293 -12.4264 3.6621
N 17.6170 -11.6807 4.3180
C 18.9577 -12.0357 4.7761
C 19.3454 -13.3507 4.6178
C 20.5361 -13.7390 5.2612
C 21.4075 -12.8307 5.7889
C 21.0498 -11.5086 5.8767
C 19.8704 -11.0164 5.2494
H 16.5411 -13.7848 1.9011
H 16.4127 -14.7442 -0.0739
H 15.7414 -16.7349 -1.3038
H 13.2218 -17.1966 -0.9084
H 12.1970 -16.8121 1.3845
H 13.3828 -15.0483 2.9305
H 18.5927 -14.0283 4.3007
H 20.7442 -14.8393 5.3557
H 22.3209 -13.1576 6.2361
H 21.7061 -10.8025 6.2546
H 19.5302 -9.9963 5.2556
C 15.3603 -7.5701 8.2024
Si 14.6619 -8.3602 6.6365
C 14.6797 -7.1060 5.1792
C 13.3215 -7.0725 4.5152
C 14.8599 -5.6668 5.7593
C 15.7167 -7.3605 4.1162
C 13.0848 -9.2551 7.3506
C 13.5238 -10.2003 8.5028
C 12.3246 -10.2457 6.4202
C 12.0992 -8.2569 7.8873
H 14.7298 -7.0185 8.8569
H 16.1454 -6.8869 7.9851
H 15.8196 -8.3134 8.8930
H 12.5331 -6.6894 5.2443
H 12.9863 -8.0574 4.2122
H 13.2937 -6.3717 3.6658
H 14.0384 -5.6301 6.5130
H 14.7265 -5.0228 4.9012
H 15.8189 -5.5565 6.2416
H 15.5225 -8.2176 3.4863
H 16.7484 -7.4338 4.4996
H 15.7651 -6.5787 3.3357
H 14.4334 -10.6845 8.1027
H 12.7644 -10.9372 8.6583
H 13.8178 -9.7523 9.5037
H 12.8451 -11.1597 6.3002
H 12.1369 -9.8407 5.3933
H 11.4180 -10.5488 6.9664
H 12.4483 -7.5540 8.5949
H 11.2749 -8.7230 8.3838
H 11.6680 -7.6774 7.0512
C 20.0593 -10.0624 1.7226
C 19.0326 -9.0434 2.1523
O 19.5777 -8.4698 3.4344
H 19.5232 -10.6042 0.9093
H 20.2696 -10.6376 2.5825
H 20.8840 -9.6022 1.2637
H 18.0550 -9.5030 2.3885
H 18.8753 -8.3171 1.3749
H 20.4506 -8.2423 3.1231

Summary:
LUMO level (alpha / beta) in eV: -6.206 / -9.060
F_max in eV Å⁻¹: 8.563
Charge: +2
HOMO level (alpha / beta) in eV: -11.21 / -13.61
<S²>: 6.119
Multiplicity: 5
E_tot in eV: -139297.284

***

# 2
The following is a DFT calculation (ωB97M-V/def2-TZVPD) of a molecular structure, C36H45BrCsN4OP2S4Sb at a distorted geometry.

Cartesian coordinates (Å):
Cs -0.1324 -0.7492 -0.8902
C 5.4593 2.0486 -1.3803
C 4.1936 1.8941 -0.5412
C 3.7496 3.2428 0.0209
P 2.6742 0.9802 -1.2307
C 1.9678 2.0735 -2.6088
C 0.9526 3.0324 -1.9746
C 2.8656 2.8681 -3.5571
C 3.4798 -0.4343 -2.0708
C 4.3626 -0.3292 -3.1366
C 5.0381 -1.4275 -3.6406
C 4.8562 -2.6653 -3.0381
C 3.9663 -2.8041 -2.0049
C 3.1977 -1.7191 -1.5168
N 2.2958 -1.8395 -0.5279
C 1.6279 -2.9858 -0.2773
C 1.3227 -3.9971 -1.2143
C 0.5861 -5.0998 -0.8492
C 0.1212 -5.2497 0.4517
C 0.3378 -4.2363 1.3697
C 1.0668 -3.1125 1.0217
P 1.3464 -1.6080 1.9996
C 0.0167 -1.7539 3.3233
C 0.2386 -0.6759 4.3815
C -1.3381 -1.5358 2.6613
C 2.8573 -2.1368 3.0084
C 4.0278 -2.3135 2.0469
C 2.6778 -3.3974 3.8486
H 6.2314 2.5405 -0.7828
H 5.8392 1.0798 -1.6962
H 5.2815 2.6589 -2.2600
H 4.4565 1.2448 0.3054
H 3.6065 3.9599 -0.7832
H 2.8101 3.1346 0.5584
H 4.5023 3.6470 0.7013
H 1.3990 1.3450 -3.2044
H 1.4493 3.9226 -1.5901
H 0.2091 3.3398 -2.7108
H 0.4169 2.5555 -1.1554
H 3.4267 3.6272 -3.0155
H 3.5617 2.2331 -4.0974
H 2.2460 3.3821 -4.2955
H 4.5361 0.6332 -3.5953
H 5.7093 -1.3170 -4.4810
H 5.4114 -3.5269 -3.3905
H 3.8400 -3.7674 -1.5335
H 1.6404 -3.8829 -2.2436
H 0.3619 -5.8638 -1.5860
H -0.4159 -6.1424 0.7454
H -0.0790 -4.3472 2.3628
H 0.0264 -2.7442 3.7943
H 0.3535 0.2915 3.8906
H -0.6199 -0.6318 5.0545
H 1.1274 -0.8724 4.9799
H -1.3992 -0.5179 2.2740
H -1.4918 -2.2394 1.8446
H -2.1389 -1.6788 3.3888
H 3.0919 -1.2889 3.6674
H 3.9060 -3.2271 1.4692
H 4.0674 -1.4867 1.3415
H 4.9730 -2.3738 2.5914
H 2.3348 -4.2224 3.2246
H 3.6347 -3.6808 4.2913
H 1.9704 -3.2450 4.6618
S -5.4730 1.6051 -1.0997
Sb -4.0505 0.1654 -2.2063
S -2.0066 1.1830 -2.5072
S -4.1215 -1.7367 -0.2017
S -5.0134 -0.8990 -3.9946
Br 6.8318 1.6473 4.7850
C 5.0236 1.9104 4.2017
C 4.2428 2.8481 4.8545
C 2.9466 3.0577 4.4308
C 2.4255 2.3183 3.3583
C 3.2327 1.3493 2.7453
C 4.5316 1.1521 3.1525
N 1.1493 2.4119 2.8870
C 0.4316 3.4649 2.9116
C -0.9165 3.4628 2.3872
C -1.7946 4.5102 2.6926
C -3.0649 4.4925 2.1478
C -3.4146 3.4560 1.2958
C -2.4714 2.4596 1.0622
N -1.2707 2.4445 1.5956
H 4.6566 3.4025 5.6843
H 2.3236 3.7783 4.9418
H 2.7927 0.7752 1.9447
H 5.1548 0.4115 2.6756
H 0.7930 4.4396 3.2830
H -1.4799 5.3045 3.3575
H -3.7710 5.2780 2.3805
H -4.3784 3.4002 0.8125
H -2.7099 1.6404 0.3966
O -2.1277 -1.9309 -1.6395
N -2.6851 -2.3134 -0.5880

Summary:
LUMO level in eV: 3.266
F_max in eV Å⁻¹: 3.049
Charge: -2
HOMO level in eV: -2.10
E_tot in eV: -185117.906

***

# 3
The following is a DFT calculation (ωB97M-V/def2-TZVPD) of 8 unconnected molecules or ions with the total composition C36H45Cl23F3N4O5S4 at a distorted geometry.

Cartesian coordinates (Å):
C 2.3157 3.1291 5.0542
C 2.9410 3.8374 3.8134
C 2.3304 3.7384 2.3843
Cl 1.4747 5.3557 2.1053
C 1.5750 2.4520 1.8731
C 0.1133 2.4250 2.4039
F -0.2468 1.2303 3.0090
F -0.8729 2.7012 1.5046
F -0.1509 3.3042 3.4301
C 2.4830 1.2663 2.4662
N 2.7910 0.1053 1.6405
S 4.0409 -0.7796 2.3674
C 1.9228 -0.4196 0.6158
C 0.8987 -1.3958 1.3208
C 0.2052 -2.5547 0.5307
C -0.6596 -3.3692 1.6217
S -2.3300 -3.7524 0.8938
C -3.5712 -2.7788 1.8762
S -4.2043 -3.5119 3.1859
N -3.8740 -1.4758 1.3552
C -4.3733 -0.5287 2.3267
C -5.6333 -0.5627 3.0240
C -6.0519 0.4573 3.9760
C -5.1632 1.5832 4.1933
C -3.8815 1.6799 3.5073
C -3.5160 0.6227 2.6015
C -4.5975 -1.4902 0.0954
C -3.7859 -1.5390 -1.1250
C -4.3832 -1.5127 -2.4420
C -5.8303 -1.4281 -2.6039
C -6.6193 -1.4013 -1.3964
C -6.0252 -1.4238 -0.0810
S 2.9650 -1.4965 -0.5267
C 2.1208 -2.1058 -2.0535
O 4.2641 -0.8848 -0.8513
O 3.3157 -2.7813 0.1091
C 1.2871 0.8751 -0.1298
O 1.9766 0.7675 -1.4039
C -0.2070 0.5734 -0.4205
O -0.9222 1.5888 -1.1785
N -1.6688 0.9709 -2.1824
O -1.5243 1.5276 -3.1972
N 1.7041 2.2186 0.3636
C 1.3565 3.4454 -0.4350
C 1.2794 3.5108 -1.9861
C 2.7338 3.6640 -2.6412
Cl 2.6604 4.8210 -4.0213
H 1.5711 2.3242 4.8736
H 1.8279 3.8600 5.7518
H 3.1423 2.6644 5.6596
H 4.0068 3.4756 3.7437
H 3.0640 4.9204 4.0780
H 3.2022 3.8304 1.6711
H 2.0972 0.9174 3.4648
H 3.5129 1.6472 2.7150
H 5.2378 -0.1728 2.0143
H 0.0565 -0.8961 1.8630
H 1.4699 -1.9136 2.1431
H 0.8662 -3.3238 0.0783
H -0.5457 -2.2608 -0.2384
H -0.7502 -2.8059 2.5814
H -0.1258 -4.3200 1.8475
H -6.3172 -1.4223 2.8437
H -7.0128 0.4050 4.5214
H -5.4287 2.4084 4.8874
H -3.1898 2.5352 3.6441
H -2.5499 0.7052 2.0627
H -2.6844 -1.5790 -1.0095
H -3.7326 -1.5426 -3.3385
H -6.3239 -1.3798 -3.6058
H -7.7202 -1.3207 -1.4784
H -6.6991 -1.3843 0.7940
H 2.8873 -1.9856 -2.8719
H 1.8112 -3.1697 -1.9719
H 1.1983 -1.5177 -2.2919
H 1.3279 0.6824 -2.1215
H -0.8611 0.4224 0.4796
H -0.2231 -0.3280 -1.0904
H 2.7403 2.1966 0.2668
H 0.4686 4.0131 -0.0531
H 2.1911 4.1813 -0.2503
H 0.7439 4.4555 -2.2718
H 0.7913 2.6925 -2.5448
H 3.0258 2.6434 -3.0045
H 3.5151 3.9573 -1.9028
C -8.0527 -1.3198 -6.6575
Cl -7.8099 0.2067 -7.5081
Cl -7.1457 -2.6195 -7.4394
Cl -7.5784 -1.1682 -4.9562
H -9.1082 -1.5686 -6.6964
C -6.6503 -5.0676 -4.5284
Cl -8.2376 -4.8858 -3.7726
Cl -5.4848 -3.9584 -3.7942
Cl -6.0887 -6.7384 -4.4027
H -6.7433 -4.8173 -5.5798
C 3.8761 -5.7905 2.0159
Cl 4.9224 -7.1342 1.5516
Cl 2.3784 -5.8158 1.0796
Cl 3.5271 -5.8413 3.7480
H 4.3950 -4.8620 1.7989
C 0.1634 7.1328 6.2999
Cl 1.4346 7.9822 7.1820
Cl 0.6543 6.8437 4.6242
Cl -0.2380 5.6086 7.0997
H -0.7234 7.7578 6.2927
C 4.7841 -2.5872 -5.2422
Cl 5.0141 -2.7581 -6.9809
Cl 3.5175 -1.3953 -4.8952
Cl 4.3841 -4.1432 -4.5079
H 5.7126 -2.2330 -4.8067
C 6.4896 2.0737 5.5970
Cl 7.6182 3.3566 5.1574
Cl 5.4747 2.5726 6.9516
Cl 5.4881 1.6210 4.2046
H 7.0615 1.2030 5.9001
C 6.3376 -3.1572 -11.0422
Cl 4.7093 -3.0383 -10.3634
Cl 7.4324 -2.0329 -10.2299
Cl 6.9425 -4.8116 -10.9202
H 6.2894 -2.8880 -12.0919

Summary:
LUMO level in eV: -3.282
F_max in eV Å⁻¹: 5.985
Charge: +1
HOMO level in eV: -9.92
E_tot in eV: -393750.725

***

# 4
The following is a DFT calculation (ωB97M-V/def2-TZVPD) of a molecular structure, C36H45F5N9S2SiTi.

Cartesian coordinates (Å):
Ti -0.3460 0.5239 -0.3919
C 2.8978 -4.1598 -0.2691
C 1.3888 -4.0614 -0.4113
N 0.9495 -3.1686 -1.4852
C 1.4161 -3.6243 -2.8056
C 2.6158 -2.8439 -3.3233
C -0.5000 -3.0327 -1.4772
C -1.1084 -2.4018 -0.2233
N -0.3714 -1.2625 0.4102
C -0.1031 -1.5507 1.7737
C 1.1856 -1.6519 2.2901
F 2.2498 -1.5048 1.4903
C 1.4176 -1.9192 3.6285
F 2.6832 -2.0030 4.0491
C 0.3799 -2.1082 4.5144
C -0.9058 -2.0270 4.0181
F -1.9487 -2.2024 4.8331
C -1.1426 -1.7569 2.6840
F -2.4094 -1.6822 2.2593
H 3.1457 -4.7663 0.6024
H 3.3411 -3.1733 -0.1269
H 3.3613 -4.6305 -1.1360
H 0.9733 -3.6908 0.5268
H 0.9688 -5.0705 -0.5642
H 0.5986 -3.5108 -3.5204
H 1.6426 -4.6979 -2.7764
H 2.3585 -1.7903 -3.4513
H 2.9320 -3.2321 -4.2928
H 3.4654 -2.9148 -2.6441
H -0.9987 -4.0135 -1.5795
H -0.7852 -2.4513 -2.3508
H -1.2229 -3.1731 0.5380
H -2.1203 -2.0864 -0.4882
H 0.5652 -2.3261 5.5562
C -1.7439 3.2519 -2.8476
Si -0.2186 3.5203 -1.7780
C -0.1244 5.3852 -1.5756
C 1.3595 3.0959 -2.6843
N -0.3623 2.5660 -0.2751
C -0.4713 3.1266 0.9955
C -0.8108 4.4428 1.3606
C -0.9084 4.8238 2.6941
C -0.6831 3.9298 3.7304
C -0.3533 2.6176 3.4189
C -0.2684 2.2947 2.0921
F 0.0581 0.9927 1.7442
H -1.4702 3.2659 -3.9051
H -2.4468 4.0733 -2.6873
H -2.2639 2.3141 -2.6489
H 0.0888 5.7564 -2.5833
H 0.6809 5.7342 -0.9275
H -1.0573 5.8576 -1.2662
H 1.3924 3.6866 -3.6040
H 1.4501 2.0485 -2.9640
H 2.2329 3.3799 -2.0914
H -1.0054 5.1782 0.6000
H -1.1700 5.8491 2.9208
H -0.7658 4.2418 4.7613
H -0.1719 1.8630 4.1725
N 7.1934 0.7973 -0.8093
C 6.0503 0.7567 -0.7167
C 4.6165 0.7086 -0.6050
C 3.9028 -0.3452 -1.1579
C 2.5285 -0.3570 -1.0235
N 1.8603 0.6307 -0.4120
C 2.5545 1.6438 0.1198
C 3.9297 1.7178 0.0611
H 4.4046 -1.1514 -1.6730
H 1.9395 -1.1962 -1.3854
H 1.9830 2.4259 0.5982
H 4.4532 2.5485 0.5111
C -5.1802 0.8904 -1.8568
N -4.6343 1.9727 -1.0687
C -5.2796 3.2867 -1.0498
C -4.3678 4.1129 -0.1266
N -3.4847 3.0840 0.4112
C -3.6375 1.9107 -0.1952
S -2.7776 0.4799 0.2287
H -6.1877 0.6501 -1.5123
H -4.5376 0.0201 -1.7679
H -5.2192 1.1922 -2.9029
H -6.2934 3.1911 -0.6555
H -5.3373 3.6916 -2.0600
H -4.9214 4.6078 0.6684
H -3.7972 4.8631 -0.6748
H -2.7402 3.2552 1.0693
C -0.8890 1.6941 -7.2440
C -1.5323 0.9898 -6.0935
C -2.8227 0.4731 -6.1525
C -3.3006 -0.1677 -5.0270
N -2.5830 -0.2970 -3.9096
C -1.3700 0.2290 -3.9659
S -0.2951 0.0004 -2.5707
N -0.8026 0.8576 -4.9817
H -1.5982 1.8886 -8.0454
H -0.0752 1.0819 -7.6352
H -0.4520 2.6332 -6.9063
H -3.4247 0.5627 -7.0453
H -4.2949 -0.6014 -5.0120

Summary:
LUMO level in eV: -3.583
F_max in eV Å⁻¹: 0.762
Charge: +1
HOMO level in eV: -10.62
E_tot in eV: -117722.307

***

# 5
The following is a DFT calculation (ωB97M-V/def2-TZVPD) of a molecular structure, C36H45N6PRuSb2.

Cartesian coordinates (Å):
Ru 1.0556 -0.4995 -0.3349
C 0.3855 0.2333 -4.8647
C 0.8547 0.3238 -3.5463
N 0.6241 -0.5891 -2.6227
C -0.1015 -1.6880 -2.9643
C -0.6684 -1.8344 -4.2481
C -0.3938 -0.8391 -5.2101
C -1.4537 -2.9752 -4.5381
C -1.6333 -3.9337 -3.5818
C -1.0053 -3.8327 -2.3274
C -0.2176 -2.7426 -1.9963
N 0.5275 -2.5333 -0.8478
C 1.2519 -3.5256 -0.1988
C 0.9356 -4.8616 -0.0274
C 1.8370 -5.7586 0.5759
C 3.0717 -5.3484 0.9930
C 3.4371 -3.9866 0.8678
C 4.6914 -3.4932 1.2923
C 4.9693 -2.1583 1.1647
C 3.9871 -1.3171 0.6216
N 2.8052 -1.7445 0.2117
C 2.5192 -3.0750 0.3090
H 0.6520 0.9946 -5.5844
H 1.4461 1.1805 -3.2435
H -0.7833 -0.9454 -6.2150
H -1.8960 -3.0783 -5.5204
H -2.2453 -4.8002 -3.7907
H -1.1798 -4.6244 -1.6199
H -0.0144 -5.2537 -0.3460
H 1.5439 -6.7940 0.6834
H 3.7801 -6.0478 1.4173
H 5.4190 -4.1789 1.7081
H 5.9211 -1.7405 1.4599
H 4.1834 -0.2566 0.5127
C -2.7787 0.2940 0.1719
Sb -0.9735 1.4580 -0.2909
C 1.2311 2.8105 -1.0296
C -1.5976 3.2814 0.7109
C -1.4740 4.5684 -0.0466
C -0.5182 5.5021 0.3543
C -0.3852 6.7209 -0.2874
C -1.2192 7.0319 -1.3513
C -2.1731 6.1168 -1.7621
C -2.3150 4.8848 -1.1246
C -3.3228 3.9081 -1.6547
Sb -2.1734 2.4036 -2.6389
C -0.9853 3.4591 -4.0236
C -3.3930 1.0094 -3.6519
H -3.0161 0.4699 1.2246
H -2.5837 -0.7676 0.0259
H -3.6649 0.5724 -0.4007
H 1.2788 3.3008 -0.0646
H 0.8552 3.4226 -1.8424
H 2.0409 2.1299 -1.2615
H -0.9997 3.3405 1.6223
H -2.6274 3.0814 1.0177
H 0.1151 5.2815 1.2064
H 0.3531 7.4336 0.0530
H -1.1340 7.9866 -1.8513
H -2.8367 6.3688 -2.5813
H -3.9997 4.3749 -2.3684
H -3.9217 3.4208 -0.8846
H -1.4700 3.4339 -4.9977
H 0.0069 3.0223 -4.0998
H -0.9031 4.4867 -3.6712
H -3.7917 1.4816 -4.5483
H -4.2157 0.7102 -3.0063
H -2.8029 0.1370 -3.9247
C -0.0852 -2.3266 5.2381
N -0.8016 -1.0164 4.8394
C 0.0948 0.1560 5.2752
N 1.3867 0.0391 4.7032
C 2.0062 -1.2254 5.0990
N 1.2106 -2.3737 4.6696
C 1.2036 -2.5328 3.2119
P 0.4619 -1.0807 2.3286
C -1.0896 -0.9771 3.3647
C 1.3881 0.2288 3.2520
H -0.7158 -3.1475 4.8980
H -0.0400 -2.3132 6.3273
H -1.6812 -0.9627 5.3570
H 0.1410 0.1024 6.3630
H -0.4081 1.0737 4.9706
H 2.1021 -1.2463 6.1850
H 3.0001 -1.2934 4.6598
H 0.6794 -3.4523 2.9407
H 2.2364 -2.6489 2.8832
H -1.7560 -1.8122 3.1426
H -1.6356 -0.0524 3.1679
H 0.9686 1.2100 3.0115
H 2.4225 0.2388 2.9002

Summary:
LUMO level (alpha / beta) in eV: -7.513 / -9.033
F_max in eV Å⁻¹: 0.739
Charge: +3
HOMO level (alpha / beta) in eV: -14.33 / -14.64
<S²>: 8.816
Multiplicity: 6
E_tot in eV: -71921.256